DFT (ωB97M-V/def2-TZVPD) results for C37H39O4PtSi2 as an isolated structure.

Positions of all 83 atoms, in Å:
Pt 0.94 -1.07 -1.17
C 1.19 -3.08 5.45
O 2.51 -2.76 5.04
C 2.73 -2.64 3.70
C 4.08 -2.35 3.36
C 4.39 -2.13 2.06
C 3.42 -2.19 1.01
C 3.76 -1.78 -0.30
C 5.20 -1.64 -0.75
O 2.94 -1.54 -1.23
C 2.06 -2.61 1.35
O 1.17 -2.83 0.49
C 1.76 -2.77 2.75
H 1.24 -3.24 6.52
H 0.84 -4.00 4.96
H 0.50 -2.27 5.22
H 4.81 -2.28 4.15
H 5.41 -1.87 1.83
H 5.94 -1.96 -0.03
H 5.41 -0.61 -1.03
H 5.31 -2.25 -1.65
H 0.73 -2.97 2.99
C -3.62 -3.02 -1.07
C -3.74 -1.64 -1.74
C -5.18 -1.13 -1.59
C -3.44 -1.81 -3.23
Si -2.46 -0.49 -0.93
O -1.03 -1.06 -1.41
C -2.77 1.30 -1.46
C -2.65 1.63 -2.81
C -2.81 2.93 -3.27
C -3.10 3.94 -2.37
C -3.22 3.65 -1.02
C -3.05 2.34 -0.58
C -2.76 -0.60 0.94
C -1.85 -1.27 1.76
C -2.10 -1.44 3.11
C -3.26 -0.93 3.68
C -4.17 -0.26 2.88
C -3.92 -0.10 1.53
H -4.32 -3.72 -1.54
H -3.86 -2.97 -0.01
H -2.62 -3.42 -1.18
H -5.87 -1.78 -2.14
H -5.30 -0.11 -1.97
H -5.50 -1.14 -0.54
H -4.08 -2.60 -3.66
H -2.40 -2.09 -3.40
H -3.64 -0.90 -3.80
H -2.36 0.86 -3.53
H -2.70 3.15 -4.32
H -3.22 4.96 -2.71
H -3.42 4.43 -0.30
H -3.12 2.14 0.48
H -0.93 -1.67 1.34
H -1.40 -1.98 3.73
H -3.45 -1.06 4.74
H -5.08 0.15 3.32
H -4.66 0.41 0.92
C 4.35 2.92 -4.31
C 4.70 1.92 -3.41
C 3.74 1.38 -2.57
C 2.42 1.82 -2.59
C 2.09 2.82 -3.51
C 3.04 3.36 -4.36
Si 1.09 1.13 -1.43
C 1.37 1.83 0.31
C 2.39 1.38 1.14
C 2.53 1.84 2.44
C 1.63 2.78 2.94
C 0.61 3.25 2.13
C 0.48 2.77 0.83
H 5.10 3.34 -4.97
H 5.72 1.55 -3.37
H 4.01 0.59 -1.88
H 1.07 3.18 -3.55
H 2.76 4.14 -5.06
H -0.12 1.85 -1.90
H 3.09 0.63 0.78
H 3.33 1.46 3.06
H 1.73 3.14 3.96
H -0.10 3.97 2.52
H -0.34 3.14 0.21

Values from the calculation:
**Gap between HOMO and LUMO**: 7.363 eV
**HOMO**: -4.71 eV
**ΔE to the lowest compared entry with this formula, charge and spin**: 61.86 kJ/mol
**Electronic energy**: -2432.752499 Ha
**Charge**: -1